1.
DFT (ωB97M-V with the def2-TZVPD basis set) results for 10 unconnected molecules or ions with the total composition C25H75N15O10 at a distorted geometry.

Its relative energy (zero: lowest compared OMol25 entry of this formula, charge and spin) is 164.18 kJ/mol. The electronic energy is -2571.35326 Eh. Its net charge is 0. The maximum force comes out at 0.0610 hartree/bohr. Its structure (SMILES) is COC[C@H](C)N.COC[C@H](C)N.COC[C@H](C)N.COC[C@H](C)N.COC[C@H](C)N.NC(N)=O.NC(N)=O.NC(N)=O.NC(N)=O.NC(N)=O.

Geometry as XYZ:
```
125
Properties=species:S:1:pos:R:3:forces:R:3
C -15.397 -10.542 -5.687 1.019 -0.180 0.196
O -15.920 -9.619 -4.768 -0.982 -0.446 0.580
C -15.002 -9.278 -3.728 -0.720 0.750 -0.137
C -15.685 -8.344 -2.690 -0.737 -0.635 -1.283
C -17.046 -8.918 -2.195 1.779 -0.032 0.149
N -15.983 -7.071 -3.331 -0.111 0.680 -0.414
H -14.838 -11.338 -5.182 0.128 0.069 0.116
H -14.696 -10.016 -6.344 0.018 -0.170 -0.248
H -16.126 -11.092 -6.281 -0.532 0.611 0.104
H -14.620 -10.175 -3.232 0.319 -0.080 -0.215
H -14.269 -8.647 -4.241 0.831 -0.402 0.435
H -15.002 -8.191 -1.854 0.091 -0.040 -0.071
H -17.805 -8.632 -2.916 -0.268 -0.138 0.251
H -17.196 -8.539 -1.185 -0.559 0.133 -0.135
H -16.943 -10.001 -2.124 -0.323 -0.060 -0.059
H -15.186 -6.674 -3.826 0.355 0.007 0.441
H -16.600 -7.266 -4.116 -0.295 -0.040 0.244
C -9.644 -5.787 -4.044 0.702 0.572 -0.009
O -8.503 -6.342 -3.429 0.438 -0.125 0.338
C -7.518 -5.362 -3.144 0.592 -0.373 0.777
C -6.393 -6.021 -2.328 0.541 -2.052 -0.712
C -5.736 -7.148 -3.171 0.347 0.614 -0.420
N -6.925 -6.687 -1.144 -1.525 0.384 0.499
H -9.313 -5.324 -4.980 -0.509 -0.336 -0.334
H -10.044 -4.956 -3.452 -0.238 -0.226 0.169
H -10.330 -6.621 -4.148 -0.253 0.353 -0.467
H -7.026 -4.992 -4.048 -0.362 0.165 -0.246
H -7.992 -4.544 -2.598 0.146 0.165 0.005
H -5.599 -5.310 -2.092 -0.326 0.298 0.184
H -4.891 -7.591 -2.642 -0.028 0.091 0.198
H -5.327 -6.762 -4.111 -0.134 -0.119 -0.088
H -6.451 -7.946 -3.369 -0.090 0.119 -0.138
H -7.809 -7.076 -1.475 -0.172 0.248 0.357
H -6.463 -7.543 -0.865 0.800 0.301 -0.187
C -15.384 -8.419 0.970 1.919 0.789 -0.137
O -16.551 -8.862 1.590 -0.012 -0.225 -0.414
C -16.274 -9.858 2.559 -0.408 0.226 -0.039
C -15.808 -9.290 3.908 -1.301 -0.700 1.412
C -15.332 -10.446 4.791 0.889 -0.607 -0.605
N -16.883 -8.575 4.655 0.610 0.842 -0.792
H -15.458 -7.564 0.296 -1.035 0.115 0.269
H -14.810 -9.116 0.343 -0.536 -0.764 0.197
H -14.635 -8.085 1.701 -0.078 -0.004 0.187
H -17.190 -10.447 2.651 -0.241 0.298 0.425
H -15.581 -10.611 2.168 0.508 0.313 0.021
H -15.004 -8.565 3.798 0.076 -0.049 -0.250
H -14.895 -10.158 5.747 -0.166 0.398 -0.029
H -14.539 -10.991 4.265 0.001 -0.147 0.077
H -16.132 -11.158 5.001 -0.135 0.076 -0.095
H -17.768 -9.031 4.815 0.183 -0.509 -0.242
H -16.500 -8.287 5.544 -0.148 0.032 0.074
C -13.136 -7.697 6.700 0.830 0.292 0.394
O -12.866 -7.647 5.318 -0.257 -0.108 -0.018
C -11.581 -8.090 4.942 0.102 0.626 -1.164
C -11.453 -8.094 3.394 -0.208 -1.719 0.347
C -10.111 -8.642 3.047 1.398 -1.018 0.046
N -11.676 -6.802 2.760 -0.772 -0.594 0.769
H -14.108 -7.239 6.859 0.019 0.034 0.084
H -12.350 -7.177 7.262 -0.187 0.559 -0.077
H -13.096 -8.677 7.191 -0.324 -0.464 -0.695
H -10.774 -7.398 5.218 -0.196 0.141 0.715
H -11.401 -9.067 5.396 0.185 -0.166 -0.280
H -12.117 -8.863 2.965 -0.571 0.214 0.410
H -9.929 -9.535 3.659 0.256 0.308 0.383
H -9.315 -7.905 3.176 0.042 -0.108 0.110
H -9.998 -9.107 2.063 -0.400 0.680 -0.373
H -11.884 -7.107 1.809 0.045 0.647 -0.281
H -12.586 -6.563 3.161 0.111 0.537 -0.340
C -10.926 -9.254 -4.203 1.078 -0.434 -0.338
O -10.635 -10.016 -5.378 -0.541 0.319 0.332
C -11.797 -10.577 -5.972 0.906 -0.094 0.560
C -11.399 -11.875 -6.607 0.269 -0.652 -1.517
C -10.302 -11.713 -7.685 0.251 0.275 0.865
N -12.598 -12.407 -7.259 -0.346 -0.106 0.328
H -11.791 -8.607 -4.345 -0.043 0.069 0.125
H -10.013 -8.691 -4.011 -0.131 0.319 -0.075
H -11.007 -9.892 -3.320 -0.539 -0.136 -0.036
H -12.544 -10.794 -5.206 -0.190 0.192 -0.083
H -12.196 -9.910 -6.745 -0.156 0.186 0.121
H -11.070 -12.577 -5.836 0.021 0.072 0.027
H -9.425 -11.231 -7.247 0.008 0.150 -0.196
H -10.696 -11.120 -8.512 0.083 0.156 0.049
H -9.961 -12.665 -8.097 -0.227 -0.150 0.124
H -12.311 -13.104 -7.935 -0.178 -0.064 -0.034
H -13.001 -11.638 -7.786 -0.149 -0.189 -0.171
N -7.380 -10.919 -0.264 -2.230 -0.935 -0.414
C -8.733 -10.848 -0.627 2.567 1.405 1.135
N -9.314 -12.064 -0.687 -1.413 0.028 -0.679
O -9.261 -9.767 -0.814 -0.487 -0.489 -0.492
H -7.133 -11.870 -0.067 1.321 0.360 0.096
H -6.813 -10.098 -0.272 0.233 -0.136 0.176
H -10.280 -12.018 -0.972 0.016 -0.315 0.226
H -8.985 -12.885 -0.219 0.114 0.001 0.007
N -12.626 -6.445 -2.213 -0.404 -1.007 0.453
C -12.055 -7.134 -1.200 0.883 1.962 -0.104
N -10.740 -7.406 -1.313 -0.382 -0.533 0.825
O -12.600 -7.309 -0.091 -0.564 -0.597 -0.393
H -12.163 -6.254 -3.084 -0.206 0.135 -0.121
H -13.589 -6.185 -2.077 -0.028 0.270 -0.172
H -10.426 -7.740 -0.416 0.791 -0.319 -0.417
H -10.103 -7.210 -2.064 -0.103 0.031 -0.019
N -13.728 -5.132 1.238 -0.631 1.355 -0.350
C -14.447 -4.342 0.380 1.098 -1.802 0.253
N -15.359 -3.538 0.949 0.193 0.499 -0.805
O -14.282 -4.415 -0.838 -0.303 0.292 0.054
H -13.902 -4.996 2.215 0.228 -0.468 0.151
H -13.273 -5.940 0.835 0.179 -0.269 0.002
H -15.557 -3.633 1.925 -0.596 0.291 -0.070
H -15.912 -3.108 0.224 -0.514 0.326 0.795
N -10.674 -3.777 -0.885 -0.178 -0.134 -0.806
C -9.702 -2.938 -1.335 -0.679 0.887 0.369
N -8.698 -2.724 -0.440 0.137 -0.547 0.578
O -9.796 -2.369 -2.419 0.424 -0.158 0.053
H -11.425 -3.910 -1.547 -0.190 -0.176 0.256
H -10.747 -4.192 0.025 0.170 -0.033 0.038
H -8.879 -3.118 0.468 0.403 0.091 0.119
H -8.081 -1.935 -0.472 -0.141 0.085 -0.403
N -13.003 -3.167 -3.009 -0.839 0.123 1.180
C -12.451 -3.699 -4.120 0.109 0.195 0.789
N -11.528 -2.880 -4.664 0.102 0.116 -1.158
O -12.733 -4.826 -4.510 0.044 -0.266 -0.615
H -12.812 -2.240 -2.672 0.258 0.062 -0.357
H -13.610 -3.695 -2.388 0.041 -0.164 -0.359
H -11.066 -3.167 -5.508 0.045 -0.026 0.101
H -11.143 -2.134 -4.113 0.271 -0.102 0.027
```
Positions in Å, forces in eV/Å.

=====

2.
DFT (ωB97M-V with the def2-TZVPD basis set) results for a single C4H5NOS2 molecule at a distorted geometry.

Its relative energy (zero: lowest compared OMol25 entry of this formula, charge and spin) is 660.73 kJ/mol. The electronic energy is -1081.54161 Eh. Its net charge is 0. The maximum force comes out at 0.1103 hartree/bohr.

Geometry as XYZ:
```
13
Properties=species:S:1:pos:R:3:forces:R:3
C -0.754 -1.058 0.097 0.005 -0.346 0.063
C -2.125 -0.840 -0.023 -0.581 0.492 -0.107
C -1.283 1.589 0.012 3.066 -4.537 0.273
C 0.113 -0.035 0.145 -3.349 4.565 -0.345
N 2.610 -0.198 -0.949 -0.344 0.550 0.562
O 1.912 1.816 0.303 -0.232 0.480 0.102
S -2.672 0.769 -0.154 1.001 -0.542 0.167
S 1.790 0.399 0.181 0.985 -1.105 0.464
H -0.427 -2.089 0.173 0.088 -0.066 -0.040
H -2.865 -1.619 -0.048 -0.119 -0.032 0.009
H -0.981 2.595 -0.124 -0.024 0.657 -0.024
H 2.526 -1.191 -1.066 -0.105 -0.499 -0.040
H 2.155 -0.138 1.452 -0.391 0.383 -1.084
```
Positions in Å, forces in eV/Å.

=====

3.
DFT (ωB97M-V with the def2-TZVPD basis set) results for a molecular structure, C38H86Br2ClMgN3NaO8S3Si2 at a distorted geometry.

The electronic energy is -10008.83366 Eh. Its net charge is +1. The maximum force comes out at 0.1269 hartree/bohr.

Geometry as XYZ:
```
145
Properties=species:S:1:pos:R:3:forces:R:3
C 0.640 3.717 -4.949 -0.635 -0.591 -0.701
C 0.329 2.257 -5.553 -0.555 0.705 0.156
C -1.274 2.218 -5.809 1.167 -0.323 -0.083
C -1.959 1.185 -4.805 -0.213 0.479 -0.742
C -1.903 1.654 -3.253 -0.394 -0.801 -1.508
C -2.409 0.383 -2.402 0.493 0.861 0.058
C -1.789 0.255 -0.922 -0.233 -0.888 -0.399
C -1.558 -1.331 -0.678 0.923 1.444 -0.444
N -2.859 -2.061 -0.794 0.755 -1.990 -0.571
C -3.148 -2.929 0.378 -0.027 0.076 0.611
C -3.274 -2.102 1.769 0.592 -1.821 -0.375
C -2.473 -2.993 2.857 -1.601 -0.142 0.093
C -2.732 -2.534 4.359 0.502 0.096 0.084
C -2.071 -1.130 4.769 -0.049 -0.459 0.556
C -0.873 -0.639 3.840 0.001 1.517 0.447
C 0.214 0.288 4.622 -0.942 -0.433 -0.253
C -0.420 1.138 5.816 1.365 -0.734 0.519
C -2.885 -2.929 -1.991 -1.726 1.447 -1.215
S -3.937 -2.598 -3.262 1.589 -0.870 2.156
S -1.815 -4.436 -2.217 0.158 0.741 0.845
C -0.074 -3.973 -2.684 1.926 0.584 1.026
C 0.960 -4.115 -1.452 -0.160 -0.892 -0.484
C 2.433 -3.734 -1.910 0.760 0.779 1.513
C 3.205 -2.804 -0.867 1.006 0.167 -1.187
C 4.806 -2.678 -1.131 -0.250 -1.046 -1.334
N 5.154 -1.640 -0.107 0.288 -0.620 -1.008
C 6.583 -1.211 0.081 2.386 1.584 0.933
O 6.924 -0.036 -0.655 -0.814 -1.083 1.332
C 7.217 1.080 0.231 1.009 1.247 0.057
C 4.201 -0.501 -0.420 -0.686 1.162 0.262
C 2.810 -1.224 -0.764 0.706 -0.650 2.779
Br 1.996 -0.473 -2.455 0.471 -2.193 1.907
C 1.984 -1.115 0.627 -1.073 -1.420 -1.320
S 1.527 0.577 1.224 4.774 4.238 1.359
O 1.861 1.676 0.267 -1.896 -3.233 1.236
O 2.381 0.813 2.463 -2.518 -1.803 -2.323
H 1.709 3.853 -4.605 -1.379 -0.119 -0.318
H -0.128 3.880 -4.119 1.375 -0.029 -0.854
H 0.381 4.466 -5.780 0.522 -0.931 1.216
H 0.602 1.413 -4.830 -0.242 1.314 -0.963
H 0.910 2.097 -6.523 -0.801 0.203 1.287
H -1.419 1.942 -6.907 -0.217 0.140 1.524
H -1.669 3.277 -5.678 0.261 -1.381 -0.082
H -1.443 0.170 -4.959 -0.616 1.360 0.392
H -3.040 1.048 -5.167 1.311 0.096 0.814
H -2.591 2.562 -3.186 0.904 -1.207 0.282
H -0.838 1.976 -3.037 -1.232 -0.525 0.071
H -2.042 -0.539 -2.980 -0.669 1.357 0.764
H -3.553 0.401 -2.389 1.623 -0.300 0.044
H -0.760 0.755 -0.931 -1.335 -0.484 0.209
H -2.487 0.693 -0.104 1.280 -0.653 -1.353
H -1.008 -1.520 0.307 -1.017 -0.009 -1.079
H -0.859 -1.675 -1.517 -0.801 0.450 1.221
H -4.138 -3.472 0.144 1.598 0.746 0.312
H -2.327 -3.730 0.493 -1.101 1.008 -0.110
H -4.386 -2.133 2.032 1.436 0.600 -0.017
H -2.875 -1.047 1.689 -0.711 -1.230 0.067
H -2.937 -4.045 2.759 0.733 1.266 0.138
H -1.378 -3.124 2.582 -1.391 0.424 0.394
H -3.857 -2.451 4.577 1.528 -0.348 -0.455
H -2.302 -3.332 5.052 -0.654 0.931 -0.959
H -2.918 -0.360 4.855 1.459 -0.863 -0.395
H -1.693 -1.257 5.845 -0.454 0.223 -1.586
H -0.270 -1.469 3.355 -0.990 0.783 0.484
H -1.319 0.055 3.037 0.509 -1.218 0.829
H 1.003 -0.442 5.017 -0.883 1.345 -0.449
H 0.672 0.976 3.845 -0.383 -0.967 1.296
H 0.335 1.961 6.079 -1.384 -0.938 -0.437
H -0.425 0.454 6.738 -0.354 1.105 -1.225
H -1.459 1.539 5.618 1.341 -0.345 0.143
H 0.015 -2.933 -3.145 -0.428 -1.105 0.602
H 0.259 -4.716 -3.502 -0.094 0.658 1.314
H 0.974 -5.230 -1.208 -0.082 1.620 -0.171
H 0.581 -3.559 -0.537 0.394 -0.474 -1.122
H 2.357 -3.299 -2.953 0.604 -0.223 1.387
H 3.065 -4.735 -2.020 -1.275 2.570 0.733
H 3.185 -3.337 0.147 -0.412 0.908 -1.065
H 5.385 -3.646 -0.985 -0.855 1.217 0.135
H 5.142 -2.273 -2.137 -0.833 -0.408 1.094
H 4.939 -2.128 0.780 -0.359 0.824 -0.264
H 6.693 -0.948 1.194 -0.310 -0.643 -1.457
H 7.343 -2.018 -0.154 -1.384 0.530 0.009
H 8.248 0.974 0.717 -1.358 -0.019 -0.734
H 6.468 1.211 1.073 0.566 -0.192 -1.155
H 7.260 2.007 -0.432 -0.205 -1.315 1.028
H 4.453 0.171 -1.297 0.585 -1.230 0.984
H 4.295 0.140 0.512 -0.968 -0.510 -1.169
H 2.626 -1.621 1.423 -0.892 1.108 -0.822
H 1.054 -1.768 0.510 1.025 1.071 0.313
H 0.167 0.605 1.567 0.851 -0.434 -0.403
Cl 2.058 2.008 -2.592 0.144 1.905 -0.463
C -5.030 1.809 1.581 0.175 -0.028 -0.031
Si -4.505 3.605 1.307 -0.952 0.035 0.348
C -3.932 3.744 -0.470 0.115 -0.044 -0.241
C -3.040 3.930 2.438 0.175 -0.046 0.088
N -5.860 4.622 1.658 1.144 0.193 -0.387
Si -5.771 6.350 1.525 -1.047 -0.129 0.340
C -5.393 6.928 -0.221 0.168 -0.020 -0.232
C -4.510 7.107 2.693 0.265 -0.001 0.095
C -7.456 7.060 1.992 0.287 -0.066 -0.083
H -4.193 1.134 1.367 -0.020 -0.061 0.008
H -5.341 1.652 2.617 -0.034 0.017 -0.006
H -5.860 1.545 0.921 -0.009 0.026 0.021
H -3.241 2.927 -0.703 0.005 -0.005 0.016
H -3.403 4.681 -0.653 -0.052 -0.016 -0.016
H -4.776 3.678 -1.161 0.044 0.040 0.023
H -3.354 3.967 3.484 0.019 0.040 -0.039
H -2.539 4.867 2.190 -0.036 -0.011 0.042
H -2.301 3.128 2.336 -0.005 -0.033 -0.025
H -4.351 6.746 -0.491 -0.039 -0.023 -0.038
H -5.567 8.005 -0.305 -0.040 -0.036 0.092
H -6.036 6.426 -0.948 0.050 0.013 0.024
H -4.623 6.707 3.704 0.026 0.012 -0.051
H -4.648 8.191 2.742 -0.079 -0.039 -0.046
H -3.487 6.924 2.357 -0.010 -0.013 0.056
H -7.720 6.785 3.016 -0.021 0.011 -0.069
H -8.232 6.684 1.320 0.018 0.014 0.066
H -7.440 8.151 1.922 -0.064 -0.009 0.023
Mg -1.343 -4.121 -4.864 -0.552 -0.111 -1.621
Br 2.594 -5.864 -3.512 -0.713 -2.585 -2.113
C 4.941 -8.610 -4.920 -0.106 -0.066 -0.089
C 5.985 -9.510 -4.280 -1.154 0.999 -0.791
O 6.039 -10.683 -4.719 0.765 0.031 0.820
O 6.676 -8.976 -3.379 0.381 -1.004 0.012
H 4.378 -9.141 -5.693 0.055 -0.038 0.026
H 4.239 -8.259 -4.160 0.091 0.093 -0.052
H 5.428 -7.746 -5.379 -0.035 0.005 0.111
C 7.379 5.514 2.214 0.202 0.021 -0.333
C 7.836 4.103 2.472 0.356 -0.169 -0.392
O 8.567 3.523 1.691 -0.344 0.083 0.261
C 7.355 3.438 3.734 0.154 -0.347 -0.070
H 7.802 5.864 1.271 -0.037 -0.064 0.116
H 6.290 5.544 2.142 0.019 0.095 0.197
H 7.722 6.169 3.017 -0.212 -0.006 0.050
H 6.264 3.377 3.730 0.013 0.175 0.156
H 7.697 4.001 4.605 -0.211 0.039 0.007
H 7.763 2.427 3.790 -0.008 0.121 -0.008
O 0.435 -6.682 0.434 -0.454 -0.321 -0.155
H 0.637 -7.581 0.143 0.278 0.095 0.111
H -0.498 -6.717 0.677 0.146 0.056 0.171
O -6.207 -4.013 1.151 -0.416 -0.086 0.157
H -6.470 -3.094 1.398 0.144 -0.051 -0.065
H -6.858 -4.420 0.535 0.085 0.112 0.087
H -6.066 -4.573 1.947 0.004 0.148 -0.095
Na -1.801 -7.201 -2.756 0.384 0.155 -0.438
```
Positions in Å, forces in eV/Å.

=====

4.
DFT (ωB97M-V with the def2-TZVPD basis set) results for 2 unconnected molecules or ions with the total composition C14H19BNO2 at a distorted geometry.

Its relative energy (zero: lowest compared OMol25 entry of this formula, charge and spin) is 0.00 kJ/mol. The electronic energy is -774.65483 Eh. Its net charge is +1. The maximum force comes out at 0.0460 hartree/bohr.

Geometry as XYZ:
```
37
Properties=species:S:1:pos:R:3:forces:R:3
C 0.302 7.261 2.427 0.552 -0.153 -0.091
O 1.571 6.723 1.988 -0.344 0.094 -0.439
C 1.652 6.270 0.712 -0.412 -0.123 -0.727
C 2.871 5.695 0.290 -0.509 0.353 0.661
C 2.965 5.109 -0.954 -0.484 -0.286 0.020
C 1.851 5.030 -1.793 -0.004 0.139 -0.243
C 2.014 4.261 -3.088 0.097 1.747 -0.484
O 1.039 4.682 -4.022 1.116 -0.435 -0.208
C 1.413 4.506 -5.401 -0.304 0.251 -0.057
C 0.675 5.711 -1.443 0.256 -0.539 -0.117
C 0.575 6.336 -0.209 0.464 0.020 0.691
H 0.481 7.474 3.481 -0.263 0.060 -0.149
H 0.054 8.186 1.882 0.098 -0.309 0.192
H -0.504 6.519 2.311 0.282 0.225 0.054
H 3.706 5.709 0.978 0.027 0.038 -0.030
H 3.903 4.654 -1.275 -0.037 0.225 0.098
H 3.079 4.394 -3.422 -0.893 -0.108 -0.149
H 0.511 4.763 -5.976 0.327 -0.263 0.167
H 2.208 5.206 -5.727 -0.222 -0.358 0.449
H 1.718 3.467 -5.622 -0.149 0.377 0.131
H -0.184 5.722 -2.116 0.367 -0.026 0.131
H -0.347 6.852 0.060 0.289 -0.201 -0.113
H 1.882 3.181 -2.909 -0.164 -0.988 0.148
B 2.017 1.255 -3.366 -0.487 0.649 -0.494
N 2.911 0.748 -2.283 1.443 -0.681 1.749
C 3.010 -0.616 -2.278 0.031 0.800 0.248
C 3.776 -1.278 -1.342 0.036 -0.152 -0.023
C 4.485 -0.558 -0.377 -0.363 0.288 -0.437
C 4.394 0.838 -0.400 0.175 -0.246 0.207
C 3.612 1.469 -1.350 -0.378 -0.345 -0.573
H 0.856 1.133 -3.151 0.108 0.097 -0.189
H 2.553 1.458 -4.400 -0.173 0.061 -0.018
H 2.446 -1.129 -3.050 0.039 -0.058 0.116
H 3.799 -2.365 -1.392 0.085 0.256 0.103
H 5.091 -1.072 0.366 -0.137 0.145 -0.164
H 4.938 1.440 0.334 -0.281 -0.174 -0.357
H 3.538 2.557 -1.377 -0.186 -0.382 -0.106
```
Positions in Å, forces in eV/Å.